Computed, not measured: a structure of composition C17H19BrN4O3PdSSeSi, with ωB97M-V/def2-TZVPD.

Calculated values
- gap between HOMO and LUMO (Eh) = 0.2129
- energy above the lowest of the compared OMol25 structures with the same formula, charge and spin (kcal per mole) = 47.6

ORCA input file:
```
! RIJCOSX wB97M-V def2-TZVPD def2/J DEFGRID3
* xyz 0 1
Pd -0.504 -0.212 -1.751
N -3.610 -2.132 -4.200
C -2.748 -1.309 -3.541
S -1.166 -1.957 -3.216
N -3.173 -0.152 -3.179
N -2.259 0.661 -2.569
C -2.692 1.785 -2.124
C -1.882 2.837 -1.583
C -2.513 3.970 -1.034
C -1.792 5.005 -0.498
C -0.389 4.931 -0.504
C 0.252 3.841 -1.039
C -0.468 2.761 -1.608
O 0.162 1.777 -2.174
H -3.268 -3.004 -4.551
H -4.459 -1.744 -4.569
H -3.765 1.947 -2.184
H -3.598 4.014 -1.045
H -2.294 5.872 -0.091
H 0.189 5.753 -0.097
H 1.333 3.777 -1.073
Br 6.553 -2.394 -2.267
C 5.311 -2.124 -0.872
C 5.686 -2.380 0.441
N 4.859 -2.195 1.466
C 3.628 -1.766 1.210
C 3.170 -1.505 -0.075
C 4.036 -1.679 -1.145
C 1.774 -1.059 -0.332
O 1.062 -0.787 0.702
O 1.426 -0.982 -1.522
H 6.681 -2.742 0.671
H 2.976 -1.625 2.062
H 3.704 -1.470 -2.153
C 0.144 0.241 3.741
Si -0.848 -1.042 2.827
C -0.104 -2.741 2.950
C -2.644 -1.036 3.324
Se -0.929 -0.278 0.601
H 0.148 0.047 4.817
H -0.266 1.238 3.570
H 1.177 0.236 3.386
H -0.082 -3.065 3.994
H 0.914 -2.738 2.568
H -0.678 -3.470 2.375
H -2.745 -1.276 4.386
H -3.210 -1.774 2.753
H -3.098 -0.056 3.153
*
```



Computed, not measured: a structure of composition C3H29N2O9, with ωB97M-V/def2-TZVPD.

Calculated values
- gap between HOMO and LUMO (Eh) = 0.3860
- energy above the lowest of the compared OMol25 structures with the same formula, charge and spin (kcal per mole) = 59.1

ORCA input file:
```
! RIJCOSX wB97M-V def2-TZVPD def2/J DEFGRID3
* xyz 1 1
N -1.433 -0.636 0.250
C -1.494 0.395 1.343
C -2.982 0.730 1.599
C -0.782 1.673 0.989
N 0.655 1.688 1.311
H -0.563 -1.169 0.310
H -1.619 -0.383 -0.743
H -2.142 -1.373 0.361
H -1.041 -0.099 2.191
H -3.697 -0.009 1.232
H -3.283 1.615 1.051
H -3.050 0.814 2.680
H -0.972 1.973 -0.047
H -1.225 2.550 1.467
H 0.806 2.293 2.107
H 0.997 0.765 1.558
H 0.584 -1.577 2.119
H -0.273 -2.779 1.838
O -0.160 -2.071 2.486
H 2.795 0.203 0.378
H 3.039 -0.840 1.541
O 2.389 -0.504 0.915
H -0.531 3.215 -3.165
H -0.079 3.946 -1.912
O -0.281 3.062 -2.242
H 2.216 -0.463 -2.523
H 3.765 -0.672 -2.382
O 2.917 -1.120 -2.419
H -2.853 -2.322 2.804
H -3.090 -3.694 2.045
O -2.592 -2.872 2.063
H 0.504 1.745 -2.764
H 1.540 1.070 -3.877
O 1.036 0.968 -3.067
H 2.677 1.433 0.443
H 2.380 1.016 -0.930
O 3.144 1.148 -0.354
H 1.529 -2.669 -1.153
H 1.588 -1.698 -0.017
O 0.941 -2.261 -0.510
H -0.423 -1.732 -1.906
H -0.128 -0.395 -2.732
O -0.809 -0.964 -2.336
*
```



Computed, not measured: a cluster of 2 separate species, C4H10F2N in total, with ωB97M-V/def2-TZVPD.

Calculated values
- gap between HOMO and LUMO (spin up / spin down) (Eh) = 0.3699 / 0.2841
- energy above the lowest of the compared OMol25 structures with the same formula, charge and spin (kcal per mole) = 93.2

ORCA input file:
```
! RIJCOSX wB97M-V def2-TZVPD def2/J DEFGRID3
* xyz 1 1
C 1.149 -0.794 -0.340
C 0.122 1.280 -0.909
C -0.013 0.526 1.399
C -1.270 -0.547 -0.521
N -0.072 0.073 -0.093
F -1.158 -1.306 -1.548
F -1.368 -2.269 1.127
H 1.141 -1.718 0.224
H 1.159 -1.109 -1.324
H 1.836 -0.235 0.135
H -0.741 1.857 -0.809
H 0.877 1.929 -0.402
H 0.559 1.015 -1.802
H -0.389 -0.288 1.926
H 1.056 0.600 1.509
H -0.681 1.369 1.424
H -2.208 -0.383 0.004
*
```



Computed, not measured: an isolated molecule of C17H14ClN3O2S, with ωB97M-V/def2-TZVPD.

Calculated values
- structure (SMILES) = Cc1ccccc1NC(=O)Cn1nc(-c2ccc(Cl)s2)ccc1=O
- gap between HOMO and LUMO (Eh) = 0.2283
- energy above the lowest of the compared OMol25 structures with the same formula, charge and spin (kcal per mole) = 297.6

ORCA input file:
```
! RIJCOSX wB97M-V def2-TZVPD def2/J DEFGRID3
* xyz 0 1
C -3.383 -2.102 -1.251
C -2.235 -2.473 -0.334
C -2.267 -3.606 0.283
C -1.388 -4.116 1.176
C -0.357 -3.412 1.315
C -0.385 -2.087 0.904
C -1.422 -1.729 0.141
N -1.230 -0.308 -0.750
C -2.186 0.681 -0.697
O -3.218 0.524 -0.179
C -1.666 2.160 -1.223
N -0.565 2.593 -0.642
N 0.631 1.549 -0.632
C 1.712 2.182 0.157
C 1.729 3.329 0.679
C 0.579 4.109 0.900
C -0.521 3.592 0.120
O -1.606 4.364 0.054
H 0.725 5.207 1.205
H 2.605 3.683 1.451
C 2.745 1.160 -0.003
C 3.909 1.342 0.827
C 4.831 0.238 0.481
C 4.145 -0.759 -0.172
S 2.604 -0.157 -1.035
Cl 4.927 -2.283 -0.872
H 5.847 -0.178 0.798
H 4.394 2.244 1.230
H -1.416 1.719 -2.169
H -2.361 2.678 -1.125
H -0.242 0.084 -0.856
H 0.458 -1.349 0.928
H 0.429 -3.491 2.172
H -1.522 -5.176 1.661
H -3.274 -4.438 0.094
H -2.932 -1.487 -2.196
H -4.070 -1.333 -1.101
H -4.024 -2.955 -1.340
*
```